(i)
Molecular formula: CH4FNO2
Method: DFT, ωB97M-V/def2-TZVPD

Each line ends with the natural charge from an NBO analysis.
Geometry (Å):
1 C -0.883 -0.319 0.037  0.409
2 N 1.727 0.254 -0.100  -0.424
3 O -1.148 0.849 -0.487  -0.667
4 O -1.680 -0.678 1.023  -0.684
5 F 3.071 0.302 -0.776  -0.307
6 H 1.314 -0.807 -0.206  0.355
7 H 1.062 0.703 -0.690  0.335
8 H -2.050 1.177 -0.167  0.477
9 H -1.414 -1.480 1.367  0.507


(ii)
Molecular formula: CH4FNO2
Method: DFT, ωB97M-V/def2-TZVPD

Output
SMILES   O/C=N/F.O

Each line ends with the natural charge from an NBO analysis.
Geometry (Å):
1 C 0.402 -1.102 -0.193  0.394
2 N -0.834 -0.795 -0.247  -0.243
3 O 1.288 -0.316 0.095  -0.640
4 O 0.040 1.899 0.091  -0.909
5 F -1.773 -1.739 -0.545  -0.238
6 H 0.765 -2.180 -0.230  0.145
7 H -0.691 1.439 -0.182  0.504
8 H 0.833 0.621 0.193  0.493
9 H -0.030 2.172 1.017  0.495


Relative energies, in kcal/mol, with the most stable structure set to zero: (i) 40.9; (ii) 0.0.


(i)
Molecular formula: C4H8N2S2
Method: DFT, ωB97M-V/def2-TZVPD

Each line ends with the natural charge from an NBO analysis.
Geometry (Å):
1 C 0.439 -0.205 -1.523  0.267
2 C -0.206 0.983 0.437  -0.269
3 C 0.173 -0.023 1.618  -0.302
4 C 0.115 -1.308 0.639  -0.238
5 H -1.147 -1.726 -2.457  0.426
6 H 0.819 -1.434 -3.164  0.409
7 H 0.628 1.661 -0.009  0.240
8 H -1.105 1.593 0.359  0.219
9 H 1.012 0.133 2.196  0.224
10 H -0.486 0.302 4.289  0.164
11 H -0.731 -2.080 0.961  0.246
12 H 1.335 -1.633 0.089  0.232
13 N 0.186 -1.397 -2.309  -0.872
14 N -0.396 -0.249 -0.357  -0.477
15 S 1.150 1.173 -2.269  -0.157
16 S -1.273 -0.047 2.855  -0.111


(ii)
Molecular formula: C4H8N2S2
Method: DFT, ωB97M-V/def2-TZVPD

Output
SMILES   S=CCN/N=C/CS

Each line ends with the natural charge from an NBO analysis.
Geometry (Å):
1 C -1.726 -0.197 -1.650  -0.597
2 C -0.917 -0.137 -0.459  -0.030
3 C 0.712 -0.075 1.825  -0.345
4 C 1.669 0.885 1.051  -0.308
5 H 0.231 0.474 -2.569  0.130
6 H -2.673 0.217 -1.381  0.226
7 H -1.729 -1.142 -1.964  0.229
8 H -0.655 0.874 -0.126  0.174
9 H 0.905 -1.830 1.011  0.349
10 H -0.130 0.493 2.143  0.222
11 H 1.394 -0.340 2.681  0.241
12 H 1.469 1.042 0.031  0.183
13 N -0.313 -1.259 -0.114  -0.189
14 N 0.149 -1.261 1.093  -0.379
15 S -1.268 0.534 -3.182  -0.022
16 S 2.882 1.723 1.608  0.115


Relative energies, in kcal/mol, with the most stable structure set to zero: (i) 29.8; (ii) 0.0.


(i)
Molecular formula: C4H7NO4
Method: DFT, ωB97M-V/def2-TZVPD

Output
SMILES   C1=COCCO1.O=NO

Each line ends with the natural charge from an NBO analysis.
Geometry (Å):
1 C -0.697 0.656 0.958  -0.102
2 C -1.007 1.864 0.093  -0.103
3 C -1.915 0.349 -1.386  0.028
4 C -1.047 -0.576 -0.957  0.003
5 H 0.631 -1.822 0.593  0.485
6 H -1.594 0.349 1.521  0.185
7 H 0.106 0.866 1.669  0.215
8 H -1.325 2.715 0.698  0.203
9 H -0.112 2.146 -0.486  0.185
10 H -2.562 0.196 -2.250  0.204
11 H -0.912 -1.527 -1.478  0.200
12 N 2.339 -1.393 0.118  0.334
13 O 1.276 -1.286 1.000  -0.512
14 O 3.246 -0.730 0.489  -0.305
15 O -2.075 1.572 -0.797  -0.492
16 O -0.275 -0.421 0.140  -0.528


(ii)
Molecular formula: C4H7NO4
Method: DFT, ωB97M-V/def2-TZVPD

Output
SMILES   C=C(OOCC)[N+](=O)[O-]

Each line ends with the natural charge from an NBO analysis.
Geometry (Å):
1 C -1.319 -1.642 -0.767  -0.434
2 C -1.401 -0.745 0.178  0.322
3 C 2.653 0.835 0.070  -0.648
4 C 1.135 0.713 0.115  -0.099
5 N -2.659 0.165 0.200  0.524
6 O -3.410 0.016 -0.727  -0.369
7 O -2.757 0.795 1.207  -0.337
8 O -0.570 -0.389 1.187  -0.243
9 O 0.775 -0.576 0.696  -0.246
10 H -0.636 -2.415 -0.872  0.229
11 H -2.127 -1.656 -1.481  0.244
12 H 2.966 1.669 -0.573  0.231
13 H 2.852 1.018 1.215  0.224
14 H 3.268 -0.090 -0.288  0.232
15 H 0.583 0.787 -0.863  0.171
16 H 0.645 1.514 0.703  0.199


Relative energies, in kcal/mol, with the most stable structure set to zero: (i) 0.0; (ii) 44.0.


(i)
Molecular formula: C4H7NO4
Method: DFT, ωB97M-V/def2-TZVPD

Each line ends with the natural charge from an NBO analysis.
Geometry (Å):
1 C -0.482 -0.938 1.770  0.450
2 C 0.559 0.004 0.307  0.391
3 C 0.492 -0.371 -2.556  -0.248
4 C 0.488 1.272 -0.773  0.523
5 N 0.160 2.360 -0.272  -0.692
6 O -0.138 -0.396 2.991  -0.697
7 O -1.789 -0.992 1.598  -0.688
8 O 1.657 -0.451 0.467  -0.557
9 O 0.746 0.950 -2.059  -0.509
10 H -0.037 -1.847 1.725  0.151
11 H -0.082 -1.016 -1.973  0.184
12 H 1.395 -0.854 -2.572  0.189
13 H 0.049 -0.435 -3.496  0.195
14 H 0.120 3.216 -0.828  0.365
15 H -2.265 -0.472 2.210  0.474
16 H -0.872 -0.028 3.461  0.468


(ii)
Molecular formula: C4H7NO4
Method: DFT, ωB97M-V/def2-TZVPD

Each line ends with the natural charge from an NBO analysis.
Geometry (Å):
1 C 1.865 0.813 0.075  -0.059
2 C -1.406 -1.545 0.380  -0.716
3 N 1.692 -0.152 -0.804  -0.181
4 C -0.340 1.030 0.761  0.616
5 C -0.562 -0.614 -0.440  0.639
6 O 0.919 -1.157 -0.357  -0.406
7 O -0.924 2.027 0.069  -0.699
8 O -0.314 0.997 1.958  -0.597
9 O -0.868 -0.145 -1.528  -0.696
10 H -0.992 1.717 -0.854  0.507
11 H 1.569 0.061 -1.792  0.403
12 H 1.945 0.530 1.112  0.246
13 H 2.274 1.753 -0.275  0.219
14 H -2.405 -1.121 0.472  0.243
15 H -1.478 -2.500 -0.145  0.239
16 H -0.976 -1.695 1.368  0.243


Relative energies, in kcal/mol, with the most stable structure set to zero: (i) 3.3; (ii) 0.0.


(i)
Molecular formula: C4H7N3S
Method: DFT, ωB97M-V/def2-TZVPD

Output
SMILES   [H]/N=C(/NC=C)C(N)=S

Each line ends with the natural charge from an NBO analysis.
Geometry (Å):
1 C -1.961 -0.016 0.001  0.122
2 C -0.338 0.279 -0.176  0.410
3 C 1.979 -0.141 -0.052  -0.031
4 C 2.968 -0.969 0.144  -0.448
5 H -2.241 1.610 1.134  0.422
6 H -3.800 0.703 0.620  0.436
7 H -1.158 1.666 -1.013  0.336
8 H 0.418 -1.540 0.111  0.433
9 H 2.066 0.910 -0.439  0.253
10 H 2.994 -2.068 0.472  0.218
11 H 4.014 -0.679 -0.351  0.221
12 N -2.798 0.933 0.501  -0.797
13 N -0.169 1.488 -0.789  -0.730
14 N 0.591 -0.527 0.179  -0.617
15 S -2.564 -1.649 -0.342  -0.228


(ii)
Molecular formula: C4H7N3S
Method: DFT, ωB97M-V/def2-TZVPD

Each line ends with the natural charge from an NBO analysis.
Geometry (Å):
1 C 1.273 -1.462 0.223  0.248
2 C -0.190 0.611 0.274  0.422
3 C -1.224 0.262 -0.804  -0.255
4 C -2.422 0.630 -0.517  -0.348
5 H 2.558 1.505 -0.951  0.133
6 H 2.497 -1.920 0.962  0.220
7 H 0.436 -3.078 0.493  0.345
8 H 0.327 1.936 1.655  0.368
9 H -0.951 -0.464 -1.641  0.237
10 H -3.060 0.331 -1.261  0.198
11 H -2.604 1.293 0.375  0.237
12 N 1.063 0.016 -0.108  -0.639
13 N 0.088 -2.089 -0.031  -0.643
14 N -0.379 1.568 1.074  -0.654
15 S 2.588 0.863 0.258  0.131


Relative energies, in kcal/mol, with the most stable structure set to zero: (i) 0.0; (ii) 70.1.


(i)
Molecular formula: C4H7N3S
Method: DFT, ωB97M-V/def2-TZVPD

Output
SMILES   [H]/N=C\NC(=C)NC=S

Each line ends with the natural charge from an NBO analysis.
Geometry (Å):
1 C 0.082 1.776 0.370  -0.513
2 C -0.067 0.609 -0.235  0.318
3 C 1.905 -1.069 -0.048  0.267
4 C -2.287 -0.059 0.274  -0.093
5 H 1.179 2.337 0.204  0.228
6 H -0.725 2.626 0.541  0.236
7 H 1.919 0.529 -1.116  0.390
8 H 3.074 -0.930 -0.102  0.186
9 H 0.312 -1.823 0.506  0.323
10 H -1.041 -1.153 -0.938  0.437
11 H -2.068 0.439 1.204  0.200
12 N 1.167 -0.057 -0.692  -0.670
13 N 1.304 -2.120 0.490  -0.667
14 N -1.052 -0.369 -0.296  -0.625
15 S -3.701 -0.735 -0.162  -0.016


(ii)
Molecular formula: C4H7N3S
Method: DFT, ωB97M-V/def2-TZVPD

Output
SMILES   N/N=C1\SC[C@H]2N[C@@H]12

Each line ends with the natural charge from an NBO analysis.
Geometry (Å):
1 C 0.290 -0.336 -0.829  0.109
2 C -0.468 -0.066 1.825  -0.530
3 C -0.219 1.219 1.021  -0.084
4 C 0.196 1.152 -0.396  -0.136
5 H -0.386 -2.540 -3.003  0.363
6 H -0.219 -2.753 -1.361  0.349
7 H -0.022 0.111 2.828  0.248
8 H -1.548 -0.287 1.695  0.229
9 H -0.794 2.002 1.263  0.194
10 H 1.321 2.546 0.752  0.360
11 H 0.053 1.856 -1.194  0.232
12 N 0.169 -2.212 -2.117  -0.626
13 N 0.143 -0.877 -1.949  -0.259
14 N 1.153 1.479 0.722  -0.577
15 S 0.330 -1.292 0.742  0.128


(iii)
Molecular formula: C4H7N3S
Method: DFT, ωB97M-V/def2-TZVPD

Each line ends with the natural charge from an NBO analysis.
Geometry (Å):
1 C 1.115 1.614 -0.078  -0.113
2 C 0.204 0.565 -0.077  -0.146
3 C 0.895 -0.571 0.275  0.224
4 C -2.059 0.795 -0.728  -0.486
5 N 2.311 1.172 0.262  -0.291
6 N 2.170 -0.152 0.468  -0.363
7 N 0.496 -1.877 0.497  -0.809
8 S -3.053 0.222 0.581  0.071
9 H 0.953 2.646 -0.313  0.207
10 H -2.080 1.863 -0.834  0.222
11 H -2.035 0.196 -1.618  0.213
12 H 2.965 -0.694 0.768  0.400
13 H -0.312 -2.147 -0.045  0.383
14 H 1.244 -2.552 0.424  0.376
15 H -2.814 -1.081 0.418  0.113


(iv)
Molecular formula: C4H7N3S
Method: DFT, ωB97M-V/def2-TZVPD

Each line ends with the natural charge from an NBO analysis.
Geometry (Å):
1 C -1.470 0.985 0.674  -0.317
2 C -2.525 0.135 0.484  -0.068
3 C -0.507 0.623 -0.192  -0.113
4 C 2.032 -1.662 -0.306  -0.556
5 N -2.302 -0.741 -0.475  -0.241
6 N 1.479 1.902 0.684  -0.930
7 N -1.108 -0.370 -0.889  -0.319
8 S 1.134 1.067 -0.577  0.794
9 H -1.394 1.799 1.494  0.249
10 H -3.489 0.259 1.022  0.212
11 H 1.795 -1.752 -1.351  0.163
12 H 1.509 -2.176 0.495  0.185
13 H 3.041 -1.453 -0.108  0.164
14 H 2.443 2.246 0.746  0.371
15 H -0.638 -0.863 -1.702  0.406


Relative energies, in kcal/mol, with the most stable structure set to zero: (i) 2.8; (ii) 0.0; (iii) 20.6; (iv) 43.2.